Entry 1:
Density functional theory data (ωB97M-V with the def2-TZVPD basis set) for a gas-phase ion, C5H11N2O (charge +1) at a distorted geometry.

Element x y z (Å)
C  -1.477  -0.206  -0.945
C  -1.051  -0.455  0.546
C  -0.453  -1.818  0.577
O  0.781  -1.564  -0.172
N  1.113  -0.211  -0.040
C  2.397  0.185  -0.522
C  0.227  0.501  0.556
N  0.202  1.758  0.929
H  -0.691  0.410  -1.448
H  -2.368  0.327  -1.016
H  -1.639  -1.210  -1.363
H  -1.817  -0.144  1.201
H  -0.270  -2.313  1.591
H  -1.046  -2.580  0.033
H  2.775  -0.261  -1.368
H  2.407  1.226  -0.814
H  3.314  0.092  0.225
H  -0.599  2.110  1.518
H  0.941  2.382  0.508

**SMILES**: C[C@H]1CON(C)C1=[NH2+]
**Largest force on an atom**: 4.19 eV/A
**Total charge**: +1
**Kohn-Sham gap**: 0.40115 Ha
**HOMO level**: -13.99 eV
**Energy**: -381.5310 a.u.

***

Entry 2:
Density functional theory data (ωB97M-V with the def2-TZVPD basis set) for a gas-phase ion, C5H11N2O (charge +1) at a distorted geometry.

Element x y z (Å)
C  0.293  -0.515  -2.720
C  -0.401  -0.120  -1.707
N  -1.183  1.105  -1.681
C  -0.429  -0.805  -0.383
C  0.443  0.079  0.669
N  -0.385  1.167  1.343
C  1.196  -0.612  1.720
O  0.711  -0.852  2.756
H  0.233  -0.155  -3.739
H  1.062  -1.157  -2.781
H  -2.175  0.900  -1.720
H  -0.906  1.857  -2.386
H  0.145  -1.777  -0.521
H  -1.484  -1.080  -0.052
H  1.275  0.430  0.010
H  -1.082  1.584  0.540
H  -1.039  0.962  2.223
H  0.354  1.926  1.707
H  2.298  -0.748  1.556

**SMILES**: C=C(N)C[C@@H]([NH3+])C=O
**Largest force on an atom**: 3.89 eV/A
**Total charge**: +1
**Kohn-Sham gap**: 0.34926 Ha
**HOMO level**: -13.26 eV
**Energy**: -381.5323 a.u.

***

Entry 3:
Density functional theory data (ωB97M-V with the def2-TZVPD basis set) for a gas-phase ion, C5H11N2O (charge +1) at a distorted geometry.

Element x y z (Å)
C  -1.762  0.510  -0.982
C  -0.164  -1.140  -0.312
C  0.846  -0.041  0.276
C  1.057  -0.104  1.736
C  1.518  0.947  -0.546
N  -1.478  1.092  0.072
N  -0.968  -0.556  -1.434
O  -0.906  -1.865  0.652
H  -2.458  0.798  -1.843
H  0.484  -1.974  -0.752
H  0.334  -0.732  2.244
H  1.277  0.961  2.091
H  1.934  -0.789  1.893
H  0.873  1.718  -0.930
H  2.124  0.450  -1.393
H  2.206  1.455  0.152
H  -1.742  2.072  0.237
H  -1.419  -1.411  -1.899
H  -1.753  -1.389  0.738

**Largest force on an atom**: 4.22 eV/A
**Total charge**: +1
**Kohn-Sham gap**: 0.32653 Ha
**HOMO level**: -14.56 eV
**Energy**: -381.5316 a.u.

***

Q: Which value of energy does entry 3 give?
A: -381.5316 a.u.

***

What did the first record say?
Density functional theory data (ωB97M-V with the def2-TZVPD basis set) for a gas-phase ion, C5H11N2O (charge +1) at a distorted geometry.

Element x y z (Å)
C  -1.477  -0.206  -0.945
C  -1.051  -0.455  0.546
C  -0.453  -1.818  0.577
O  0.781  -1.564  -0.172
N  1.113  -0.211  -0.040
C  2.397  0.185  -0.522
C  0.227  0.501  0.556
N  0.202  1.758  0.929
H  -0.691  0.410  -1.448
H  -2.368  0.327  -1.016
H  -1.639  -1.210  -1.363
H  -1.817  -0.144  1.201
H  -0.270  -2.313  1.591
H  -1.046  -2.580  0.033
H  2.775  -0.261  -1.368
H  2.407  1.226  -0.814
H  3.314  0.092  0.225
H  -0.599  2.110  1.518
H  0.941  2.382  0.508

**SMILES**: C[C@H]1CON(C)C1=[NH2+]
**Largest force on an atom**: 4.19 eV/A
**Total charge**: +1
**Kohn-Sham gap**: 0.40115 Ha
**HOMO level**: -13.99 eV
**Energy**: -381.5310 a.u.